Entry from the Open Molecules 2025 dataset: 4 unconnected molecules or ions with the total composition C32H75BF3N5O6PS2 (ωB97M-V with the def2-TZVPD basis set).

Cartesian coordinates (Å):
C (-4.1991, 0.9467, 3.6817)
C (-3.1125, 1.7788, 2.9969)
O (-2.4082, 1.1166, 1.9450)
C (-1.8578, -0.1257, 2.2735)
C (-0.9950, -0.0828, 3.5244)
O (-0.3568, -1.3603, 3.6347)
C (0.3348, -1.5434, 4.8547)
C (1.4047, -2.6203, 4.6182)
N (1.4166, -3.1409, 3.2172)
C (0.5769, -4.4112, 3.1363)
P (-1.0795, -4.0264, 2.2701)
S (-1.7128, -5.2704, 0.9464)
C (0.6055, -4.9595, 4.5955)
C (-0.8068, -5.1384, 5.1741)
N (-1.6314, -5.9756, 4.3447)
C (-3.0718, -5.8117, 4.5473)
S (1.5360, -6.5302, 4.7201)
O (2.9290, -6.1851, 4.8606)
O (0.9045, -7.3570, 5.7101)
C (1.4314, -7.4747, 3.0947)
F (1.4859, -8.7268, 3.3996)
F (2.4595, -7.1353, 2.3584)
F (0.3276, -7.2089, 2.4508)
C (1.3839, -3.9069, 5.4235)
B (1.1960, -3.8350, 7.0106)
O (1.0848, -4.9854, 7.7412)
O (1.1705, -2.6099, 7.6092)
C (0.0103, -2.3002, 8.4320)
C (0.1734, -2.7593, 9.8750)
H (-5.1315, 1.5085, 3.6847)
H (-4.3999, 0.0176, 3.1553)
H (-3.9618, 0.7512, 4.7264)
H (-2.3876, 2.1865, 3.7063)
H (-3.5797, 2.6379, 2.5218)
H (-1.1885, -0.3817, 1.4480)
H (-2.5987, -0.9305, 2.3449)
H (-1.5674, 0.1295, 4.4282)
H (-0.2296, 0.6882, 3.3912)
H (-0.3580, -1.8442, 5.6424)
H (0.8167, -0.6189, 5.1763)
H (2.3762, -2.1761, 4.8286)
H (2.3916, -3.4151, 3.0680)
H (1.2235, -2.4660, 2.4739)
H (1.0423, -5.0210, 2.3659)
H (-0.7155, -2.8055, 1.6935)
H (-1.9807, -3.6621, 3.2651)
H (-1.2584, -4.1422, 5.2043)
H (-0.7266, -5.4679, 6.2117)
H (-1.3941, -6.9510, 4.4730)
H (-3.3319, -4.7541, 4.5207)
H (-3.5964, -6.2984, 3.7280)
H (-3.4166, -6.2361, 5.4927)
H (2.4289, -4.2519, 5.3747)
H (1.6608, -5.7169, 7.4926)
H (-0.0870, -1.2181, 8.3868)
H (-0.8799, -2.7377, 7.9755)
H (0.0031, -1.9366, 10.5661)
H (-0.5453, -3.5369, 10.1293)
H (1.1640, -3.1701, 10.0431)
C (2.1199, 2.9663, 5.1283)
C (1.9477, 3.1207, 3.6243)
N (0.7919, 3.9163, 3.2588)
C (0.4675, 3.8356, 1.8445)
C (1.4706, 4.3876, 0.8250)
C (0.7267, 5.2417, 3.8562)
C (1.8899, 6.2069, 3.5927)
H (1.2152, 2.5575, 5.5837)
H (2.9487, 2.2878, 5.3376)
H (2.3484, 3.9126, 5.6166)
H (1.8053, 2.1264, 3.1849)
H (2.8878, 3.5086, 3.2017)
H (-0.5005, 4.3170, 1.6854)
H (0.3005, 2.7763, 1.6167)
H (1.4621, 5.4756, 0.7893)
H (1.1992, 4.0332, -0.1718)
H (2.4900, 4.0552, 1.0243)
H (0.6220, 5.1183, 4.9364)
H (-0.2097, 5.7020, 3.5337)
H (2.8591, 5.7153, 3.6877)
H (1.8630, 7.0190, 4.3207)
H (1.8351, 6.6597, 2.6045)
C (2.2388, 1.4581, -2.5660)
C (1.9941, 1.5910, -4.0609)
N (0.8133, 2.3740, -4.3709)
C (0.4173, 2.2891, -5.7661)
C (1.3679, 2.8592, -6.8271)
C (0.7629, 3.6977, -3.7744)
C (1.9015, 4.6783, -4.0900)
H (1.3602, 1.0455, -2.0659)
H (3.0814, 0.7886, -2.3860)
H (2.4794, 2.4163, -2.1041)
H (1.8419, 0.5933, -4.4810)
H (2.9090, 1.9867, -4.5305)
H (-0.5603, 2.7660, -5.8731)
H (0.2514, 1.2305, -5.9907)
H (1.3515, 3.9478, -6.8507)
H (1.0584, 2.5147, -7.8158)
H (2.3971, 2.5325, -6.6751)
H (0.7112, 3.5747, -2.6892)
H (-0.1929, 4.1481, -4.0515)
H (2.8794, 4.1973, -4.0409)
H (1.8990, 5.4905, -3.3605)
H (1.7956, 5.1305, -5.0743)
C (-1.9697, 1.4971, -8.7332)
C (-2.4573, 1.1346, -10.1268)
N (-1.8844, 1.9731, -11.1629)
C (-2.5328, 1.8185, -12.4529)
C (-2.4288, 0.4616, -13.1617)
C (-0.4340, 2.0429, -11.1825)
C (0.3515, 0.7332, -11.3453)
H (-2.1567, 2.5498, -8.5160)
H (-2.4961, 0.8971, -7.9895)
H (-0.9035, 1.3035, -8.6097)
H (-3.5416, 1.2675, -10.1634)
H (-2.2725, 0.0607, -10.2935)
H (-2.1509, 2.5975, -13.1178)
H (-3.5928, 2.0491, -12.3088)
H (-1.4423, 0.2984, -13.5932)
H (-3.1479, 0.4238, -13.9819)
H (-2.6535, -0.3688, -12.4917)
H (-0.1090, 2.5212, -10.2551)
H (-0.1471, 2.7399, -11.9732)
H (-0.0556, -0.0655, -10.7234)
H (1.3891, 0.8880, -11.0429)
H (0.3660, 0.3855, -12.3768)

Summary:
- Kohn-Sham gap: 0.217 Eh
- Charge: +1

Entry from the Open Molecules 2025 dataset: 10 unconnected molecules or ions with the total composition C32H75BN10O12S (ωB97M-V with the def2-TZVPD basis set).

Cartesian coordinates (Å):
N (4.9460, 0.2434, -3.6024)
B (6.0073, -0.4768, -2.8181)
O (7.0566, -1.1860, -3.5171)
C (5.9363, -0.3794, -1.1673)
C (7.3275, 0.2756, -0.6976)
C (7.1865, 1.5572, 0.2471)
C (6.1077, 2.6348, -0.2406)
S (6.8263, 4.3166, 0.2135)
O (5.8735, -1.7864, -0.7125)
C (5.1583, -1.8352, 0.5307)
O (3.9605, -2.1396, 0.6053)
H (4.8965, 1.1948, -3.2121)
H (4.0301, -0.2207, -3.4850)
H (7.7168, -0.5001, -3.7488)
H (5.0066, 0.1978, -0.8619)
H (7.9440, 0.5531, -1.6222)
H (7.8879, -0.5466, -0.1202)
H (8.2123, 2.0827, 0.2355)
H (6.9948, 1.2523, 1.3355)
H (5.9064, 2.5556, -1.3567)
H (5.1849, 2.5200, 0.4104)
H (5.8104, 5.2700, 0.0978)
H (5.7498, -1.6025, 1.4749)
C (-0.1411, -0.8055, -3.0770)
C (1.2620, -0.4039, -2.7210)
O (2.2313, -1.1072, -2.9946)
N (1.4406, 0.7771, -2.0761)
C (0.4341, 1.7403, -1.6679)
H (-0.1224, -1.7701, -3.5862)
H (-0.7423, -0.9034, -2.1700)
H (-0.5844, -0.0672, -3.7498)
H (2.4081, 0.9790, -1.8697)
H (0.6571, 2.6903, -2.1476)
H (0.4982, 1.8621, -0.5859)
H (-0.5702, 1.4247, -1.9379)
C (0.5625, 5.0077, 0.5645)
C (-0.7210, 4.4914, -0.0278)
O (-0.7489, 3.8804, -1.0883)
N (-1.8758, 4.7217, 0.6533)
C (-2.0519, 5.4171, 1.9109)
H (1.3930, 4.7468, -0.0917)
H (0.5228, 6.0951, 0.6567)
H (0.7361, 4.5506, 1.5410)
H (-2.6937, 4.3463, 0.1950)
H (-2.5125, 4.7287, 2.6227)
H (-2.7243, 6.2615, 1.7453)
H (-1.1096, 5.7790, 2.3158)
C (4.8689, -1.7836, 4.4543)
C (6.1942, -1.0863, 4.5929)
O (6.5975, -0.2851, 3.7581)
N (6.9539, -1.3679, 5.6855)
C (6.6577, -2.2758, 6.7736)
H (4.3841, -1.4545, 3.5347)
H (5.0180, -2.8642, 4.4001)
H (4.2206, -1.5319, 5.2963)
H (7.8278, -0.8621, 5.7081)
H (6.6577, -1.7067, 7.7057)
H (7.4464, -3.0300, 6.8163)
H (5.6949, -2.7661, 6.6491)
C (0.0697, -3.4417, 0.1430)
C (-1.1058, -2.5713, 0.4970)
O (-1.3761, -1.5532, -0.1325)
N (-1.8807, -2.9422, 1.5500)
C (-1.7337, -4.0969, 2.4114)
H (0.5888, -3.0161, -0.7163)
H (0.7687, -3.4877, 0.9805)
H (-0.2720, -4.4449, -0.1210)
H (-2.6487, -2.3100, 1.7259)
H (-2.6463, -4.6905, 2.3411)
H (-1.6145, -3.7464, 3.4378)
H (-0.8786, -4.7109, 2.1361)
C (-3.9343, -2.1751, -3.6572)
C (-4.8043, -1.3610, -4.5765)
O (-6.0076, -1.2185, -4.3815)
N (-4.2180, -0.7724, -5.6522)
C (-2.8265, -0.8192, -6.0526)
H (-4.5430, -2.5791, -2.8484)
H (-3.4871, -3.0084, -4.2034)
H (-3.1548, -1.5458, -3.2219)
H (-4.8629, -0.2440, -6.2222)
H (-2.4428, 0.2027, -6.0813)
H (-2.7718, -1.2489, -7.0549)
H (-2.2223, -1.4133, -5.3707)
C (10.6944, 4.9995, 4.4190)
C (9.9870, 4.8532, 3.0986)
O (10.0682, 3.8343, 2.4268)
N (9.2382, 5.9007, 2.6567)
C (9.0184, 7.1790, 3.2982)
H (11.2477, 4.0856, 4.6343)
H (11.4018, 5.8306, 4.3761)
H (9.9681, 5.1611, 5.2185)
H (8.7944, 5.7292, 1.7657)
H (7.9453, 7.3013, 3.4623)
H (9.3681, 7.9658, 2.6260)
H (9.5408, 7.2571, 4.2490)
C (-8.2138, 3.6309, -2.1320)
C (-7.4479, 3.8126, -3.4147)
O (-7.2356, 4.9186, -3.8949)
N (-6.9858, 2.6986, -4.0438)
C (-7.1308, 1.3132, -3.6410)
H (-8.5151, 4.6067, -1.7511)
H (-9.1123, 3.0369, -2.3119)
H (-7.5833, 3.1466, -1.3833)
H (-6.4828, 2.8992, -4.8958)
H (-6.1359, 0.8877, -3.5166)
H (-7.6503, 0.7781, -4.4372)
H (-7.6877, 1.2115, -2.7119)
C (-9.8142, -4.9186, -2.0404)
C (-8.7559, -4.2347, -1.2181)
O (-8.9066, -3.9942, -0.0261)
N (-7.5972, -3.8774, -1.8335)
C (-7.2145, -4.0638, -3.2183)
H (-10.6747, -5.1390, -1.4088)
H (-10.1392, -4.2652, -2.8526)
H (-9.4291, -5.8586, -2.4413)
H (-6.9397, -3.4253, -1.2145)
H (-6.3026, -4.6655, -3.2416)
H (-7.0069, -3.0815, -3.6477)
H (-7.9905, -4.5584, -3.7986)
C (-6.6578, -3.1418, 4.5562)
C (-5.5533, -3.9630, 3.9486)
O (-4.3789, -3.8165, 4.2668)
N (-5.8877, -4.8917, 3.0148)
C (-7.2012, -5.2168, 2.4974)
H (-6.2333, -2.4467, 5.2805)
H (-7.1676, -2.5659, 3.7810)
H (-7.3671, -3.7909, 5.0739)
H (-5.0937, -5.4013, 2.6554)
H (-7.3984, -6.2726, 2.6972)
H (-7.1896, -5.0521, 1.4193)
H (-7.9839, -4.6109, 2.9470)

Summary:
- Structure (SMILES): NB(O)[C@H](CCCS)OC=O.CNC(C)=O.CNC(C)=O.CNC(C)=O.CNC(C)=O.CNC(C)=O.CNC(C)=O.CNC(C)=O.CNC(C)=O.CNC(C)=O
- Kohn-Sham gap: 0.329 Eh
- Charge: 0

Entry from the Open Molecules 2025 dataset: 8 unconnected molecules or ions with the total composition C32H76Cl8N4 (ωB97M-V with the def2-TZVPD basis set).

Cartesian coordinates (Å):
Cl (35.6290, 35.5040, 17.4550)
C (35.7080, 34.3130, 16.0860)
C (35.3160, 32.8350, 16.5490)
Cl (36.5680, 32.1780, 17.6630)
H (36.7750, 34.2830, 15.6930)
H (35.1100, 34.7240, 15.2080)
H (35.1510, 32.2560, 15.6900)
H (34.2680, 32.8130, 16.9840)
Cl (30.3030, 37.3470, 13.3410)
C (31.4500, 38.1850, 12.3500)
C (32.7770, 38.6290, 13.2500)
Cl (33.7640, 37.1420, 13.7860)
H (31.2860, 38.9600, 11.7290)
H (31.7800, 37.5250, 11.6610)
H (32.3470, 39.1800, 14.0150)
H (33.4500, 39.2450, 12.6560)
Cl (30.7200, 35.4120, 19.7850)
C (29.9930, 33.8950, 20.2930)
C (28.3730, 34.0440, 20.0880)
Cl (27.5650, 32.5410, 20.7070)
H (30.2750, 34.0000, 21.3720)
H (30.3800, 33.0760, 19.6120)
H (28.0730, 34.2940, 19.0440)
H (28.0460, 34.8550, 20.7620)
Cl (35.8580, 35.1940, 20.8970)
C (34.5930, 33.9920, 21.3530)
C (33.8830, 33.4200, 20.1890)
Cl (32.9910, 31.9450, 20.5680)
H (33.9110, 34.8120, 22.0380)
H (34.9770, 33.2930, 21.9830)
H (34.7390, 32.8620, 19.5330)
H (33.1940, 34.2790, 19.6530)
C (31.8210, 26.3080, 10.5630)
C (30.8050, 27.3710, 11.0990)
N (31.3630, 28.7680, 11.0660)
C (30.3830, 29.7450, 10.9150)
C (29.3200, 29.7310, 11.7820)
C (32.3640, 29.0570, 12.1250)
C (33.3240, 30.0250, 11.5290)
H (32.6880, 26.0430, 11.0570)
H (32.1790, 26.5680, 9.5140)
H (31.2730, 25.2990, 10.3320)
H (30.3680, 27.1080, 12.0340)
H (29.9920, 27.3260, 10.6080)
H (30.0380, 29.5420, 10.0180)
H (30.7360, 30.8560, 10.8400)
H (28.8910, 29.0070, 12.2630)
H (28.4460, 30.4360, 11.5380)
H (29.5790, 30.3340, 12.5710)
H (32.7640, 27.9310, 12.3370)
H (31.7870, 29.3600, 12.9970)
H (34.1850, 29.8280, 12.2120)
H (32.9570, 31.0550, 11.3810)
H (33.8150, 29.6200, 10.6140)
C (31.5520, 31.1450, 16.5040)
C (31.5100, 31.6660, 14.9960)
N (32.0420, 33.1110, 14.9660)
C (32.4900, 33.5900, 13.7320)
C (31.8780, 33.2910, 12.4850)
C (31.0210, 34.0310, 15.5630)
C (31.6450, 35.0820, 16.4640)
H (32.5930, 31.2780, 17.0630)
H (31.4240, 30.0070, 16.2880)
H (30.7880, 31.4290, 17.1560)
H (30.3940, 31.7470, 14.6220)
H (32.1240, 31.0730, 14.4230)
H (33.3970, 33.0540, 13.7390)
H (32.8130, 34.6860, 13.7970)
H (31.3020, 32.4680, 12.4700)
H (32.5800, 33.0280, 11.7010)
H (31.1460, 34.0130, 12.4670)
H (30.1680, 33.4670, 16.0670)
H (30.5540, 34.4350, 14.7560)
H (30.6450, 35.4210, 16.7120)
H (32.2390, 35.7520, 15.9920)
H (32.1890, 34.6600, 17.4550)
C (25.9360, 30.0360, 13.4600)
C (26.3840, 30.8830, 14.6010)
N (26.4230, 32.3100, 14.3080)
C (26.0920, 33.1630, 15.4350)
C (26.6430, 32.8880, 16.7000)
C (27.5940, 32.7750, 13.6440)
C (27.5240, 34.1230, 12.9970)
H (25.9560, 29.0630, 13.5160)
H (26.5990, 30.1420, 12.7750)
H (24.9920, 30.4070, 13.2480)
H (27.2910, 30.5210, 14.7620)
H (25.7340, 30.5120, 15.4850)
H (25.2140, 32.6280, 15.5730)
H (25.9760, 34.1920, 15.1160)
H (27.2130, 32.0750, 17.2440)
H (25.8980, 33.3110, 17.3740)
H (27.5980, 33.3490, 16.7550)
H (27.6430, 31.9440, 12.8900)
H (28.5010, 32.6600, 14.2800)
H (28.4750, 34.3790, 12.5990)
H (27.1460, 34.9510, 13.7390)
H (26.8150, 34.2860, 12.0880)
C (37.7190, 37.0730, 14.1310)
C (38.6490, 36.0970, 13.2280)
N (38.0000, 34.7570, 13.3420)
C (36.8500, 34.5510, 12.5000)
C (36.0360, 33.5020, 12.6700)
C (38.9850, 33.6590, 13.2380)
C (39.5650, 33.4080, 14.6570)
H (36.8090, 37.5380, 13.7170)
H (38.0990, 38.1480, 14.2520)
H (37.4300, 36.5340, 15.0500)
H (39.6300, 36.1250, 13.6160)
H (38.6000, 36.4600, 12.1330)
H (37.2630, 34.5210, 11.5230)
H (36.3660, 35.4490, 12.1090)
H (36.0150, 32.4670, 13.3690)
H (35.5470, 33.2540, 11.7320)
H (35.1650, 33.8590, 13.2820)
H (39.8380, 33.8860, 12.6450)
H (38.5090, 32.8760, 12.6080)
H (40.6290, 32.9540, 14.5060)
H (38.9170, 32.7860, 15.2120)
H (39.7350, 34.3570, 15.2330)

Summary:
- Energy relative to the best compared isomer or geometry (same formula, charge and spin): 361.44 kcal/mol
- Structure (SMILES): CCN(CC)CC.CCN(CC)CC.CCN(CC)CC.CCN(CC)CC.ClCCCl.ClCCCl.ClCCCl.ClCCCl
- Kohn-Sham gap: 0.310 Eh
- Charge: 0

> Which of these has the lowest Kohn-Sham gap?

C32H75BF3N5O6PS2

> Look up the charge of the second one.

0